# 1
A molecular structure, C5H5N3O3 at a distorted geometry. Source: the OMol25 dataset; level of theory: wB97M-V/def2-TZVPD.

Each line ends with the natural charge from an NBO analysis.
Atoms and positions in Å:
C 1.8500 -0.2261 -1.0242  -0.621
C 1.4795 1.1094 -0.7191  0.617
C 1.1675 -1.2918 -0.5157  0.615
C 0.3873 0.2098 1.1557  0.738
C -0.9495 -0.2113 -0.3057  0.273
N 0.2323 1.1984 0.1388  -0.504
N -0.0502 -0.9515 0.4002  -0.603
N -2.1758 0.2060 0.6093  -0.774
O 1.9194 2.1985 -0.8953  -0.541
O 1.3289 -2.4352 -0.7962  -0.576
O 0.6446 0.3222 2.3144  -0.511
H 2.6105 -0.5467 -1.7280  0.259
H -1.2497 -0.5977 -1.2589  0.235
H -1.8545 1.0949 1.0626  0.467
H -2.1630 -0.4324 1.4428  0.459
H -3.1773 0.3533 0.1193  0.467

Values from the calculation:
Orbital gap   7.15 eV
Charge   0
Energy above the lowest of the compared OMol25 structures with the same formula, charge and spin   439.6 kJ/mol
Calculated total energy   -15873.5948 eV

***

# 2
3 unconnected molecules or ions with the total composition CH7O2S at a distorted geometry. Source: the OMol25 dataset; level of theory: wB97M-V/def2-TZVPD.

Each line ends with the natural charge from an NBO analysis.
Atoms and positions in Å:
C 0.4572 -1.5222 -0.6219  -0.748
S -0.3366 -0.1166 0.1284  -0.709
H 1.1439 -2.1089 0.0083  0.170
H 1.1835 -1.3128 -1.4331  0.171
H -0.3584 -2.1322 -1.0013  0.185
H -0.7565 2.4453 -1.9301  0.458
H -0.6867 0.8821 -1.9038  0.502
O -0.7884 1.6829 -2.4831  -1.010
H -0.3778 0.8606 2.4303  0.504
H 0.6812 0.4543 3.4334  0.458
O -0.1615 0.8675 3.3729  -0.979

Values from the calculation:
Orbital gap   6.96 eV
Charge   -1
Energy above the lowest of the compared OMol25 structures with the same formula, charge and spin   35.3 kJ/mol
Calculated total energy   -16081.8995 eV

***

# 3
3 unconnected molecules or ions with the total composition C21H45FN8O2P2S at a distorted geometry. Source: the OMol25 dataset; level of theory: wB97M-V/def2-TZVPD.

Each line ends with the Mulliken charge.
Atoms and positions in Å:
C -1.8019 3.6752 -4.7816  -1.101
N -1.2426 3.7654 -3.4357  0.223
C -0.9157 2.4009 -2.9935  -1.310
P 0.0197 4.8682 -3.0710  0.768
O 0.8827 4.3699 -4.2560  -0.862
N -0.2488 6.4226 -3.6974  0.287
C -1.4707 6.8823 -4.3264  -1.055
C 0.8951 7.0724 -4.3358  -0.966
N -0.9724 5.4411 -1.7087  0.109
C -0.1810 5.4526 -0.4775  -1.025
C -2.3403 5.0330 -1.4009  -0.780
H -2.5979 2.9220 -4.8207  0.378
H -1.0535 3.4130 -5.5359  0.327
H -2.2857 4.6027 -5.0808  0.286
H -0.5485 2.4110 -1.9626  0.342
H -0.1415 1.9455 -3.6214  0.318
H -1.8031 1.7580 -3.0055  0.375
H -1.5238 6.5901 -5.3792  0.379
H -1.5365 7.9760 -4.2876  0.374
H -2.3670 6.5233 -3.8187  0.216
H 1.0258 6.7297 -5.3675  0.286
H 1.8178 6.8598 -3.7850  0.299
H 0.7821 8.1627 -4.3464  0.338
H -0.0101 4.4383 -0.1124  0.337
H -0.6707 6.0370 0.3109  0.355
H 0.7927 5.9186 -0.6567  0.324
H -2.3889 4.0064 -1.0223  0.119
H -3.0063 5.1212 -2.2638  0.253
H -2.7695 5.6895 -0.6354  0.403
C 3.7538 -2.4718 0.3980  -0.988
N 3.4532 -1.6959 1.5979  0.128
C 2.7856 -0.4553 1.1743  -1.033
P 2.6649 -2.4111 2.9431  0.738
O 1.5263 -2.9732 2.0571  -0.744
N 3.3099 -3.9217 3.3706  0.271
C 4.5087 -4.5178 2.8159  -1.060
C 2.3452 -4.9769 3.6773  -0.958
N 3.9738 -1.7649 3.9618  0.037
C 3.4140 -1.0413 5.1043  -1.024
C 5.1759 -1.0788 3.4963  -0.943
H 4.2608 -1.8493 -0.3490  0.395
H 2.8593 -2.8958 -0.0689  0.234
H 4.4535 -3.2792 0.6039  0.291
H 2.5944 0.1897 2.0375  0.336
H 1.8252 -0.6575 0.6869  0.103
H 3.4168 0.1183 0.4861  0.384
H 4.3138 -5.0163 1.8619  0.377
H 4.9169 -5.2709 3.5002  0.371
H 5.3125 -3.7940 2.6740  0.226
H 1.9651 -5.4492 2.7654  0.261
H 1.4930 -4.5721 4.2339  0.303
H 2.7894 -5.7549 4.3089  0.339
H 2.9907 -0.0847 4.7926  0.338
H 4.1710 -0.8608 5.8772  0.362
H 2.6187 -1.6289 5.5729  0.320
H 4.9568 -0.0749 3.1172  0.321
H 5.7028 -1.6404 2.7199  0.274
H 5.8952 -0.9740 4.3166  0.366
F -6.1025 -5.3033 1.9542  -0.302
C -6.0150 -5.7448 0.5433  -0.257
C -4.5571 -5.5150 -0.1703  -0.554
C -3.3005 -5.3080 0.8618  -0.599
C -2.7975 -3.7264 0.6536  0.216
C -1.3568 -3.3936 -0.0548  -0.484
C -0.9621 -1.8076 -0.2650  -0.342
C -2.0417 -0.6839 0.2445  0.286
N -2.0096 0.8274 0.1861  -0.339
S -3.4535 1.5125 0.9456  0.176
N -4.3922 0.1045 1.4392  -0.540
C -3.4783 -1.0088 0.9756  0.495
C -3.8884 -2.5846 1.1820  -0.403
H -6.8140 -5.0962 -0.0564  0.226
H -6.2981 -6.8897 0.4009  0.252
H -4.6615 -4.5524 -0.8623  0.316
H -4.2458 -6.3955 -0.9082  0.338
H -3.5489 -5.4770 1.9928  0.321
H -2.3603 -5.9919 0.6181  0.321
H -0.6282 -4.2395 -0.4112  0.229
H 0.0417 -1.5130 -0.7932  0.336
H -4.9161 -2.8983 1.6655  0.280

Values from the calculation:
Structure (SMILES)   CN(C)P(=O)(N(C)C)N(C)C.CN(C)P(=O)(N(C)C)N(C)C.FCCCc1ccc2nsnc2c1
Orbital gap   6.43 eV
Charge   0
Calculated total energy   -70635.9176 eV

***

Which formula does entry 3 have? C21H45FN8O2P2S